75
Properties=species:S:1:pos:R:3:forces:R:3 method="wB97M-V/def2-TZVPD" energy_ev=-213078.3206 gap_ev=5.7 multiplicity=1 charge=-2 homo_energy_ev=-2.1 relative_energy_ev=1.6164
Se 1.519189 -2.077117 2.020872 -0.3 -0.3 0.1
Se 3.029488 -3.124598 0.568576 0.4 -0.1 0.0
S -5.169906 -1.277470 2.479356 -0.1 -0.1 0.0
S 2.507933 0.589901 -2.052654 0.2 -0.3 -0.7
Na -0.078325 0.328827 0.053901 -0.6 -0.7 -0.2
O -5.971830 -0.125367 2.823809 0.1 0.0 -0.1
O 2.949569 -0.670361 -1.526375 -0.1 -0.3 0.1
O 3.301003 1.745255 -1.674433 -0.1 0.2 0.0
O -2.136534 -0.853219 0.469951 -0.3 -0.1 0.1
O -5.333002 -2.415531 3.359555 0.1 0.0 -0.1
O -0.159267 2.565922 3.678834 0.0 0.0 -0.1
O -0.460408 1.380085 1.768174 -0.2 0.6 0.8
N -0.705959 -0.897648 3.124533 0.2 0.1 -0.1
N 2.089122 0.526796 1.095403 0.2 -0.1 0.4
N -0.290778 0.313961 3.769194 0.0 0.2 -0.2
N 0.658247 -2.935659 -0.907223 0.1 0.2 0.0
N 0.936510 0.704626 -1.889292 0.8 -0.1 -0.2
N -3.622715 -0.922415 2.233765 -0.3 0.1 0.3
N -1.076978 1.703322 -2.315239 0.3 0.0 0.1
C 2.511471 1.784064 1.226138 0.1 0.0 0.1
C 2.078637 -0.563219 -4.517472 0.0 -0.1 0.0
C -5.432986 -2.464357 -1.861740 0.0 0.0 -0.1
C 3.096335 2.269485 2.381704 0.0 0.0 0.1
C -0.324038 1.529438 3.012112 -0.2 -0.1 0.4
C -3.255029 -1.057319 0.957779 0.3 -0.1 -0.4
C -6.676225 -2.299837 0.204629 -0.1 0.0 0.1
C -1.266523 3.870698 -3.341157 0.0 0.1 0.0
C 0.120435 3.958702 -3.424480 -0.1 -0.1 0.0
C 2.226754 -0.283668 2.136426 0.4 0.1 -0.2
C -5.544847 -1.774525 0.790909 0.4 0.1 0.2
C 0.266845 1.784264 -2.374942 0.0 0.6 -0.7
C 3.897336 1.040932 -5.858530 0.0 -0.1 0.0
C 3.247696 1.413335 3.459351 0.0 0.0 -0.1
C 2.308505 -4.286504 -1.961013 0.1 0.1 0.0
C 0.891538 2.924831 -2.953491 -0.1 -0.1 0.1
C -1.791146 2.722802 -2.778479 -0.2 -0.1 0.0
C 0.157759 -4.014173 -2.972767 -0.1 0.1 -0.1
C 3.222423 0.045952 -6.554919 0.0 0.1 -0.1
C 2.806914 0.109766 3.337650 0.0 -0.1 0.0
C 2.771269 0.423820 -3.833361 -0.1 0.2 0.2
C -0.175339 -3.188792 -1.910699 0.1 -0.1 0.0
C -4.378936 -1.575458 0.080710 -0.1 -0.1 -0.1
C 1.433408 -4.566244 -2.991711 0.1 0.0 0.0
C 1.872395 -3.457120 -0.924173 -0.4 0.1 0.0
C 3.677142 1.227812 -4.499047 0.0 0.0 0.1
C 3.446696 -0.158436 -8.031755 -0.1 0.0 0.1
C 2.309582 -0.753704 -5.868705 0.0 0.0 0.1
C -4.310268 -1.909633 -1.260423 0.0 0.0 0.1
C -6.608166 -2.650168 -1.140094 0.0 0.0 0.1
H -0.615600 0.409988 4.714964 -0.1 0.1 0.0
H 4.238618 0.493706 -8.400194 0.0 0.0 0.0
H 4.604055 1.674807 -6.383534 0.0 0.0 0.0
H 2.881234 -0.596300 4.151411 0.0 0.0 0.0
H 3.406216 3.303903 2.441723 0.0 0.0 0.0
H 1.372146 -1.171749 -3.968418 -0.1 -0.1 0.0
H 1.777599 -1.533915 -6.403636 0.0 0.0 0.0
H 3.724458 -1.192137 -8.246676 0.0 0.0 0.0
H -3.388704 -1.745733 -1.802895 0.0 0.0 0.0
H 0.592150 4.835448 -3.854616 0.0 0.0 0.0
H -0.962263 -0.600997 2.173642 0.0 -0.1 0.3
H -7.583180 -2.433623 0.781089 0.0 -0.1 0.0
H -7.475398 -3.082463 -1.624959 0.0 0.0 0.0
H 1.745297 -5.205140 -3.810746 0.0 0.0 0.0
H -1.909210 4.666977 -3.692506 0.0 0.0 0.0
H 4.206870 1.986266 -3.936322 0.0 0.0 0.0
H 3.695999 1.759421 4.382668 0.0 0.0 0.0
H 1.967289 2.973749 -2.981858 0.0 0.1 0.0
H -0.552766 -4.211589 -3.765638 0.0 0.0 0.0
H -2.868074 2.596641 -2.699297 0.0 0.1 0.0
H 2.532996 0.062139 -8.588264 0.0 0.0 -0.1
H 3.314205 -4.686703 -1.949712 0.0 0.0 0.0
H -1.601449 -1.201643 3.497424 -0.1 0.1 0.1
H -1.144669 -2.707915 -1.834331 0.0 0.0 0.0
H -5.391359 -2.766196 -2.901721 0.0 0.0 0.0
H 2.382944 2.421506 0.363746 0.0 0.0 0.0